This record from the Open Molecules 2025 dataset describes a 6-piece molecular cluster, C37H46O3SSi overall at a distorted geometry. The level of theory is ωB97M-V with the def2-TZVPD basis set.

Structure (XYZ):
```
88
Properties=species:S:1:pos:R:3
C 1.4812 3.6557 -3.1748
Si 0.6501 2.0612 -3.7696
C 0.8820 0.6613 -2.4878
C 1.6292 1.5079 -5.3317
C -1.1715 2.2575 -4.3316
C -2.1437 1.1437 -3.7746
C -3.0166 1.6287 -2.5847
C -3.9780 2.8003 -2.9520
O -3.5439 3.6026 -4.0552
S -1.9086 3.8703 -3.9676
O -1.6240 4.3596 -2.6081
O -1.5776 4.8001 -5.0527
H 0.9307 4.2138 -2.4086
H 1.7813 4.2920 -4.0220
H 2.4354 3.3449 -2.7031
H 1.8863 0.6443 -2.0493
H 0.7384 -0.2870 -3.0368
H 0.0979 0.7104 -1.7160
H 1.8875 0.4436 -5.2434
H 1.1092 1.7563 -6.2657
H 2.5827 2.0622 -5.3261
H -1.2097 2.1510 -5.4261
H -1.6167 0.2064 -3.5566
H -2.8452 0.9041 -4.5929
H -2.3126 2.0419 -1.8405
H -3.5596 0.8114 -2.0958
H -4.9888 2.4009 -3.1091
H -4.0552 3.4741 -2.0839
C -1.8967 -0.9639 2.2195
C -0.7025 -0.9587 2.9297
C 0.2527 0.0172 2.6763
C 0.0174 0.9873 1.7116
C -1.1729 0.9785 0.9967
C -2.1309 0.0044 1.2502
H -2.6437 -1.7219 2.4203
H -0.5153 -1.7166 3.6815
H 1.1831 0.0217 3.2322
H 0.7607 1.7483 1.5166
H -1.3546 1.7325 0.2402
H -3.0597 -0.0010 0.6925
C 4.6060 -2.7502 6.2071
C 3.7866 -2.8552 5.0904
C 2.7494 -1.9509 4.9031
C 2.5279 -0.9436 5.8344
C 3.3423 -0.8438 6.9555
C 4.3821 -1.7459 7.1412
H 5.4186 -3.4512 6.3504
H 3.9562 -3.6418 4.3652
H 2.1124 -2.0319 4.0299
H 1.7194 -0.2369 5.6871
H 3.1668 -0.0625 7.6845
H 5.0181 -1.6671 8.0139
C 3.0687 3.0325 3.7837
C 3.2871 4.2802 4.3535
C 3.5174 5.3843 3.5422
C 3.5335 5.2402 2.1604
C 3.3237 3.9909 1.5906
C 3.0900 2.8879 2.4021
H 2.8830 2.1725 4.4160
H 3.2770 4.3925 5.4304
H 3.6844 6.3574 3.9866
H 3.7104 6.1011 1.5281
H 3.3415 3.8771 0.5134
H 2.9254 1.9141 1.9578
C 0.8310 -4.1047 1.4817
C 2.2169 -4.1863 1.5395
C 2.8409 -5.4276 1.5457
C 2.0783 -6.5881 1.4981
C 0.6923 -6.5067 1.4488
C 0.0685 -5.2654 1.4392
H 0.3458 -3.1362 1.4706
H 2.8113 -3.2810 1.5790
H 3.9213 -5.4909 1.5874
H 2.5643 -7.5557 1.5004
H 0.0978 -7.4113 1.4173
H -1.0119 -5.2019 1.3989
C -4.5377 -2.9648 -3.9979
C -5.3676 -3.0604 -5.1079
C -6.4238 -2.1718 -5.2653
C -6.6533 -1.1892 -4.3104
C -5.8287 -1.0988 -3.1962
C -4.7699 -1.9854 -3.0403
H -3.7108 -3.6536 -3.8785
H -5.1907 -3.8276 -5.8511
H -7.0684 -2.2449 -6.1321
H -7.4750 -0.4950 -4.4342
H -6.0110 -0.3359 -2.4485
H -4.1251 -1.9136 -2.1723
```

Properties
Structure (SMILES): C[Si](C)(C)[C@H]1CCCOS1(=O)=O.c1ccccc1.c1ccccc1.c1ccccc1.c1ccccc1.c1ccccc1
HOMO: -0.3467 hartree
Frontier orbital gap: 9.81 eV
LUMO energy: 0.4 eV
F_max: 2.9 eV/Å